Record 1
{
  "formula": "C11H34O10",
  "method": "wB97M-V/def2-TZVPD",
  "orbital_gap_ev": 9.701,
  "homo_energy_ev": -9.790,
  "lumo_ha": -0.00327,
  "smiles": "C[C@H]1COC(=O)O1.CO.CO.CO.CO.CO.CO.CO",
  "e_above_lowest_kcal_mol": 21.7,
  "elements": ["C", "O", "H", "H", "H", "H", "C", "O", "H", "H", "H", "H", "C", "O", "H", "H", "H", "H", "C", "O", "H", "H", "H", "H", "C", "O", "H", "H", "H", "H", "C", "O", "H", "H", "H", "H", "C", "O", "H", "H", "H", "H", "C", "C", "C", "O", "C", "O", "O", "H", "H", "H", "H", "H", "H"],
  "coordinates": [[-0.69415, -1.41612, -2.92144], [-1.35939, -2.56293, -3.44672], [0.17252, -1.21883, -3.56649], [-1.30849, -0.51709, -2.87680], [-0.29734, -1.69025, -1.94886], [-1.69258, -2.34847, -4.32196], [2.62721, 2.15948, 2.94299], [2.38349, 3.50475, 3.33628], [2.46971, 2.01139, 1.87095], [3.66857, 1.91306, 3.15314], [1.98242, 1.46448, 3.48492], [1.83494, 3.92981, 2.67173], [4.84317, -0.31319, 0.32961], [3.81102, -0.86169, 1.13366], [4.93798, 0.73430, 0.60253], [5.81996, -0.77680, 0.52882], [4.65374, -0.41537, -0.74256], [3.75127, -1.81233, 0.99614], [2.67607, -2.82448, -1.65639], [2.77588, -4.09594, -1.01224], [2.35327, -2.95172, -2.69048], [1.94614, -2.18708, -1.13707], [3.63371, -2.32669, -1.56052], [1.89905, -4.48996, -1.00137], [-2.73568, 2.38965, -0.36320], [-2.15940, 1.37228, -1.19699], [-2.36189, 2.26315, 0.65043], [-2.45638, 3.39507, -0.68890], [-3.82500, 2.31556, -0.33487], [-2.70817, 1.28917, -1.98189], [-0.07218, 5.00409, 1.10343], [-0.29121, 3.68781, 1.57479], [-0.78669, 5.67477, 1.58023], [0.92808, 5.38449, 1.35944], [-0.17902, 5.07487, 0.01675], [0.01171, 3.06825, 0.89173], [0.93541, 0.73382, -0.21740], [0.56264, 2.08203, -0.52063], [0.27945, 0.30235, 0.55245], [0.78509, 0.09372, -1.09200], [1.95943, 0.71284, 0.13161], [-0.28979, 2.03506, -0.97612], [-3.87468, -2.26440, -0.92011], [-2.81911, -2.46769, 0.13725], [-2.72374, -1.33028, 1.17412], [-2.60436, -1.99977, 2.41034], [-2.84391, -3.32916, 2.24801], [-2.81190, -4.12620, 3.11741], [-3.13332, -3.60126, 0.95373], [-4.75750, -1.77207, -0.51122], [-4.14969, -3.22326, -1.35610], [-3.49384, -1.63482, -1.72627], [-1.83430, -2.62407, -0.30774], [-3.60129, -0.68358, 1.15048], [-1.83692, -0.73076, 0.97330]]
}

---

Record 2
{
  "formula": "C5H4N2O",
  "method": "wB97M-V/def2-TZVPD",
  "orbital_gap_ev": 9.942,
  "homo_energy_ev": -9.678,
  "lumo_ha": 0.00971,
  "smiles": "O=C1Cc2c[nH]nc21",
  "e_above_lowest_kcal_mol": 66.0,
  "elements": ["C", "C", "C", "C", "C", "H", "H", "H", "H", "N", "N", "O"],
  "coordinates": [[-1.50916, -0.20096, 0.01789], [-1.12926, 1.29389, 0.03115], [0.36707, 0.76571, 0.13595], [1.68458, 0.91883, -0.04543], [-0.01515, -0.57266, 0.16285], [-1.32745, 2.02878, -0.78499], [-1.45042, 1.68176, 1.13970], [2.32269, 1.83967, -0.37058], [2.96574, -0.59346, -0.20468], [2.02858, -0.41511, -0.15191], [1.06497, -1.36881, 0.13445], [-2.56924, -0.71226, -0.18396]]
}

---

Record 3
{
  "formula": "C5H13NOS",
  "method": "wB97M-V/def2-TZVPD",
  "orbital_gap_ev": 8.925,
  "homo_energy_ev": -8.215,
  "lumo_ha": 0.02611,
  "smiles": "CC(N)=O.CCSC",
  "e_above_lowest_kcal_mol": 55.0,
  "elements": ["C", "C", "O", "N", "H", "H", "H", "H", "H", "C", "C", "C", "S", "H", "H", "H", "H", "H", "H", "H", "H"],
  "coordinates": [[-0.59827, -0.38129, 3.38339], [0.50387, -0.60971, 2.51627], [0.72135, -1.71124, 1.82053], [1.49609, 0.40500, 2.45576], [-1.57367, -0.10936, 2.64650], [-0.68450, 0.41892, 4.25148], [2.00317, 0.71723, 1.56331], [1.39479, 1.17705, 3.12257], [-1.09871, -1.26360, 3.81803], [0.05718, -0.64910, -2.19502], [1.54495, -0.35889, -2.32616], [-1.96620, 1.20340, -1.82207], [-0.81471, 0.20264, -0.88347], [-0.45080, -0.48673, -3.08406], [0.08355, -1.70698, -1.81634], [2.19001, -0.89018, -1.66173], [1.93669, 0.55837, -2.37688], [-1.51200, 1.80073, -2.69060], [-2.69901, 0.53643, -2.22257], [-2.22536, 2.00130, -1.22582], [1.69157, -0.85398, -3.27313]]
}

---

Record 4
{
  "formula": "C2H5ClN2O",
  "method": "wB97M-V/def2-TZVPD",
  "orbital_gap_ev": [8.233, 8.516],
  "homo_energy_ev": [-7.493, -7.880],
  "lumo_ha": [0.02718, 0.02339],
  "e_above_lowest_kcal_mol": 106.5,
  "elements": ["C", "C", "N", "N", "O", "Cl", "H", "H", "H", "H", "H"],
  "coordinates": [[-2.33083, 0.62031, 0.47395], [2.17027, -0.31122, -0.38542], [-1.12080, 0.03018, 0.12262], [0.10613, 0.39854, 0.56504], [1.03639, -0.65901, 0.33468], [-3.66419, -0.28491, 0.06724], [-2.49054, 1.59463, 0.91167], [2.60801, 0.69110, 0.06093], [1.90833, -0.06598, -1.52066], [2.82034, -1.12997, -0.18009], [-1.04311, -0.88368, -0.44996]]
}